[1]
{"formula": "C28H24Cl2F3N2O3S2Zr", "method": "wB97M-V/def2-TZVPD", "symbols": ["Zr", "F", "C", "F", "F", "C", "C", "C", "C", "N", "C", "S", "H", "H", "H", "C", "C", "O", "H", "H", "H", "H", "H", "H", "Cl", "C", "C", "C", "C", "C", "Cl", "C", "N", "C", "C", "C", "C", "C", "C", "C", "C", "O", "O", "H", "H", "H", "H", "H", "H", "H", "H", "H", "H", "S", "C", "C", "C", "C", "C", "C", "H", "H", "H", "H", "H"], "xyz": [[-0.43, 0.25, 1.08], [4.49, 0.30, 3.14], [3.83, 0.79, 4.20], [3.83, 2.12, 4.09], [4.53, 0.47, 5.29], [2.43, 0.22, 4.27], [1.99, -0.47, 5.37], [0.70, -1.00, 5.40], [-0.09, -0.83, 4.29], [0.33, -0.17, 3.21], [1.56, 0.40, 3.19], [1.84, 1.31, 1.75], [2.65, -0.60, 6.22], [0.33, -1.52, 6.27], [-1.10, -1.22, 4.25], [-0.13, -3.65, 2.41], [-1.11, -3.25, 1.33], [-1.39, -1.82, 1.40], [0.12, -4.70, 2.29], [-0.57, -3.52, 3.40], [0.79, -3.07, 2.35], [-2.05, -3.77, 1.46], [-0.72, -3.48, 0.34], [-2.29, -1.67, 1.09], [1.40, -1.68, 0.07], [2.25, -0.87, -1.25], [3.43, -0.21, -0.95], [4.07, 0.47, -1.96], [3.55, 0.46, -3.24], [2.39, -0.25, -3.53], [1.88, -0.33, -5.18], [1.68, -0.94, -2.53], [0.54, -1.69, -2.75], [-0.53, -1.45, -3.65], [-0.99, -2.52, -4.40], [-2.08, -2.38, -5.25], [-2.70, -1.15, -5.36], [-2.25, -0.08, -4.60], [-1.18, -0.22, -3.72], [-0.75, 0.97, -2.90], [-0.68, 0.71, -1.43], [0.07, 1.41, -0.68], [-1.36, -0.21, -0.86], [3.81, -0.21, 0.06], [4.99, 1.01, -1.76], [4.05, 0.97, -4.05], [0.40, -2.45, -2.11], [-0.47, -3.47, -4.33], [-2.42, -3.22, -5.83], [-3.54, -1.01, -6.03], [-2.75, 0.88, -4.67], [-1.48, 1.78, -3.02], [0.21, 1.38, -3.21], [-2.64, 0.73, 2.10], [-2.63, 2.36, 1.42], [-1.44, 3.08, 1.40], [-1.39, 4.36, 0.86], [-2.55, 4.93, 0.36], [-3.75, 4.22, 0.40], [-3.79, 2.94, 0.91], [-0.53, 2.67, 1.85], [-0.46, 4.90, 0.84], [-2.53, 5.94, -0.04], [-4.66, 4.68, 0.02], [-4.72, 2.38, 0.93]], "nbo_charge": [1.8546, -0.3180, 0.9827, -0.3042, -0.3118, -0.2197, -0.0665, -0.2811, 0.1049, -0.6308, 0.1291, -0.1580, 0.2525, 0.2459, 0.2232, -0.6348, -0.0592, -0.7652, 0.2452, 0.2213, 0.2152, 0.2050, 0.1866, 0.5344, 0.0650, 0.0194, -0.2319, -0.2010, -0.1893, -0.0689, 0.0461, 0.0836, -0.6164, 0.1590, -0.2214, -0.1850, -0.2076, -0.1759, -0.0404, -0.5478, 0.8475, -0.7337, -0.7422, 0.2504, 0.2374, 0.2440, 0.4032, 0.2223, 0.2267, 0.2272, 0.2148, 0.2725, 0.2630, -0.2080, -0.1586, -0.2856, -0.1153, -0.2265, -0.1746, -0.2249, 0.2145, 0.2198, 0.2282, 0.2282, 0.2310], "mol_weight_g_mol": 719.8, "relative_energy_kj_mol": 49.2, "e_tot_ev": -94696.800, "orbital_gap_ev": 7.11, "charge": 1, "homo_ev": -10.792, "lumo_ev": -3.684}



[2]
{"formula": "C28H24Cl4O8", "method": "wB97M-V/def2-TZVPD", "symbols": ["O", "C", "C", "C", "C", "O", "C", "C", "H", "H", "H", "H", "O", "C", "C", "C", "C", "O", "C", "C", "H", "H", "H", "H", "O", "C", "C", "C", "C", "O", "C", "C", "H", "H", "H", "H", "O", "C", "C", "C", "C", "O", "C", "C", "H", "H", "H", "H", "Cl", "C", "C", "Cl", "H", "H", "H", "H", "Cl", "C", "C", "Cl", "H", "H", "H", "H"], "xyz": [[1.26, 1.61, -0.96], [2.40, 1.74, -1.37], [3.58, 1.36, -0.48], [4.81, 1.38, -0.99], [5.03, 1.93, -2.37], [6.17, 1.84, -2.81], [3.90, 2.36, -3.19], [2.67, 2.32, -2.70], [3.33, 0.93, 0.48], [5.81, 1.17, -0.54], [4.19, 2.74, -4.20], [1.84, 2.79, -3.30], [5.01, 5.73, -2.97], [3.83, 5.69, -3.15], [2.95, 5.76, -1.92], [1.66, 5.50, -1.89], [0.92, 5.24, -3.17], [-0.28, 5.14, -3.21], [1.76, 5.27, -4.42], [3.05, 5.59, -4.39], [3.57, 5.92, -1.08], [1.10, 5.55, -0.96], [1.29, 5.12, -5.36], [3.54, 5.52, -5.33], [-1.57, -5.67, 3.48], [-2.66, -5.22, 3.23], [-3.71, -5.45, 4.26], [-4.92, -4.83, 4.12], [-5.30, -4.09, 2.89], [-6.46, -3.85, 2.61], [-4.25, -3.87, 1.91], [-3.01, -4.46, 2.04], [-3.45, -6.14, 5.08], [-5.71, -4.98, 4.83], [-4.59, -3.48, 1.03], [-2.27, -4.41, 1.26], [-2.84, -0.45, 0.27], [-2.46, -0.23, -0.86], [-2.22, 1.19, -1.39], [-2.05, 1.40, -2.70], [-1.93, 0.34, -3.67], [-1.92, 0.51, -4.87], [-2.03, -1.05, -3.12], [-2.30, -1.32, -1.87], [-2.31, 1.98, -0.66], [-1.96, 2.44, -3.04], [-2.08, -1.87, -3.85], [-2.57, -2.25, -1.35], [-2.43, -1.69, 4.76], [-0.98, -2.72, 4.59], [-0.60, -3.41, 5.91], [1.03, -4.06, 5.76], [-0.09, -2.21, 4.28], [-1.18, -3.44, 3.84], [-1.38, -4.17, 6.14], [-0.66, -2.67, 6.74], [0.69, -2.94, 0.22], [0.79, -1.08, 0.34], [0.95, -0.68, 1.84], [2.61, -1.04, 2.37], [-0.17, -0.74, -0.14], [1.58, -0.76, -0.32], [0.23, -1.21, 2.46], [0.76, 0.40, 1.88]], "nbo_charge": [-0.5223, 0.5023, -0.2632, -0.2099, 0.4579, -0.4773, -0.2203, -0.2429, 0.2425, 0.2512, 0.2440, 0.2351, -0.4734, 0.4945, -0.2147, -0.2631, 0.4893, -0.4839, -0.2189, -0.2528, 0.2255, 0.2377, 0.2336, 0.2273, -0.5019, 0.4721, -0.2344, -0.2271, 0.4679, -0.4797, -0.1873, -0.2426, 0.2394, 0.2292, 0.2244, 0.2393, -0.5032, 0.4857, -0.2005, -0.2528, 0.4748, -0.4786, -0.2151, -0.2585, 0.2323, 0.2437, 0.2334, 0.2372, -0.0621, -0.3847, -0.4056, -0.0228, 0.2111, 0.2207, 0.2196, 0.2230, -0.1189, -0.3299, -0.4006, -0.0529, 0.2240, 0.2204, 0.2301, 0.2327], "mol_weight_g_mol": 630.3, "e_tot_ev": -95889.217, "orbital_gap_ev": 8.40, "charge": 0, "homo_ev": -10.360, "smiles": "O=C1C=CC(=O)C=C1.O=C1C=CC(=O)C=C1.O=C1C=CC(=O)C=C1.O=C1C=CC(=O)C=C1.ClCCCl.ClCCCl", "lumo_ev": -1.960}



[3]
{"formula": "C28H24CoN4O3P", "method": "wB97M-V/def2-TZVPD", "symbols": ["Co", "N", "C", "C", "O", "N", "C", "C", "O", "O", "H", "H", "H", "H", "H", "H", "C", "C", "C", "C", "C", "C", "P", "C", "C", "C", "C", "C", "C", "C", "C", "C", "C", "C", "C", "H", "H", "H", "H", "H", "H", "H", "H", "H", "H", "H", "H", "H", "H", "N", "C", "C", "C", "C", "C", "N", "C", "H", "H", "H", "H"], "xyz": [[-1.31, 0.62, 0.33], [-1.57, -0.98, 1.52], [-2.28, -0.52, 2.73], [-3.18, 0.66, 2.35], [-4.12, 1.00, 3.06], [-2.75, 1.27, 1.25], [-3.33, 2.48, 0.69], [-2.53, 2.83, -0.57], [-2.92, 3.70, -1.32], [-1.42, 2.15, -0.72], [-2.22, -1.55, 0.98], [-0.78, -1.58, 1.71], [-1.56, -0.17, 3.47], [-2.89, -1.31, 3.19], [-3.19, 3.31, 1.39], [-4.39, 2.41, 0.48], [1.96, -3.77, 1.47], [0.90, -3.96, 0.60], [0.45, -2.91, -0.20], [1.07, -1.67, -0.13], [2.14, -1.49, 0.75], [2.59, -2.53, 1.54], [0.42, -0.17, -0.98], [1.63, 0.22, -2.28], [1.30, 1.28, -3.13], [2.16, 1.65, -4.14], [3.37, 0.98, -4.31], [3.70, -0.06, -3.46], [2.83, -0.45, -2.45], [-1.04, -0.75, -1.84], [-1.23, -1.49, -3.01], [-2.51, -1.92, -3.30], [-3.57, -1.63, -2.42], [-3.36, -0.88, -1.26], [-2.07, -0.42, -1.01], [2.30, -4.58, 2.10], [0.41, -4.92, 0.54], [-0.37, -3.07, -0.88], [2.62, -0.52, 0.82], [3.42, -2.38, 2.22], [0.36, 1.80, -2.99], [1.90, 2.47, -4.80], [4.05, 1.28, -5.10], [4.64, -0.59, -3.59], [3.09, -1.28, -1.80], [-0.39, -1.73, -3.65], [-2.70, -2.49, -4.20], [-4.57, -1.98, -2.65], [-4.18, -0.61, -0.61], [3.52, -0.13, 4.79], [2.86, 0.56, 4.15], [2.04, 1.40, 3.32], [2.21, 2.78, 3.29], [1.41, 3.51, 2.44], [0.47, 2.85, 1.65], [0.31, 1.53, 1.70], [1.08, 0.82, 2.52], [2.95, 3.26, 3.91], [1.50, 4.59, 2.37], [-0.16, 3.37, 0.95], [0.95, -0.26, 2.52]], "nbo_charge": [0.8565, -0.7663, -0.3092, 0.6306, -0.6566, -0.6097, -0.3497, 0.7796, -0.6285, -0.7424, 0.4085, 0.3977, 0.2116, 0.2144, 0.2151, 0.2260, -0.2051, -0.2242, -0.1683, -0.3627, -0.2300, -0.2046, 0.9589, -0.2665, -0.2246, -0.1919, -0.2014, -0.2296, -0.1653, -0.4486, -0.1783, -0.2337, -0.1949, -0.2371, -0.0475, 0.2231, 0.2219, 0.2259, 0.2182, 0.2295, 0.2470, 0.2212, 0.2175, 0.2174, 0.2120, 0.2206, 0.2172, 0.2162, 0.2170, -0.2819, 0.2685, -0.2149, -0.0977, -0.2457, 0.0941, -0.4723, 0.0940, 0.2368, 0.2386, 0.2391, 0.2146], "mol_weight_g_mol": 554.4, "relative_energy_kj_mol": 57.0, "e_tot_ev": -88444.694, "orbital_gap_ev": 7.83, "charge": 0, "homo_ev": -8.352, "lumo_ev": -0.525}



[4]
{"formula": "C28H24EuN4O9P2", "method": "wB97M-V/def2-TZVPD", "symbols": ["Eu", "O", "C", "N", "C", "C", "C", "C", "C", "C", "N", "C", "O", "C", "C", "C", "C", "C", "N", "C", "C", "C", "C", "C", "N", "H", "H", "H", "H", "H", "H", "H", "H", "H", "H", "H", "H", "C", "C", "O", "P", "O", "O", "O", "P", "O", "O", "O", "H", "H", "H", "H", "H", "H", "H", "C", "C", "C", "C", "C", "C", "C", "C", "H", "H", "H", "H", "H"], "xyz": [[-0.11, 0.00, 0.11], [1.79, -1.14, -3.90], [1.52, -0.99, -2.70], [0.35, -1.07, -2.07], [-0.75, -1.68, -2.69], [-0.62, -2.69, -3.66], [-1.71, -3.39, -4.15], [-2.98, -3.08, -3.68], [-3.14, -2.09, -2.74], [-2.05, -1.38, -2.22], [-2.18, -0.49, -1.14], [-3.34, 0.10, -0.85], [-4.33, 0.28, -1.57], [-3.43, 0.55, 0.60], [-4.59, 1.18, 1.03], [-4.74, 1.49, 2.37], [-3.72, 1.12, 3.24], [-2.60, 0.50, 2.73], [-2.44, 0.23, 1.44], [2.68, -0.69, -1.77], [3.97, -0.69, -2.30], [5.05, -0.47, -1.48], [4.82, -0.26, -0.12], [3.51, -0.27, 0.33], [2.47, -0.48, -0.47], [0.37, -2.93, -4.01], [-1.56, -4.16, -4.89], [-3.84, -3.62, -4.05], [-4.13, -1.85, -2.37], [-5.34, 1.41, 0.28], [-5.63, 1.98, 2.73], [-3.81, 1.31, 4.31], [-1.78, 0.19, 3.38], [4.06, -0.87, -3.37], [6.06, -0.48, -1.87], [5.64, -0.09, 0.57], [3.29, -0.11, 1.38], [1.16, 5.08, 1.46], [1.32, 3.61, 1.15], [2.69, 3.29, 0.91], [0.80, 2.50, 2.52], [-0.61, 2.93, 3.10], [1.73, 2.87, 3.76], [0.95, 1.08, 2.12], [0.26, 2.94, -0.21], [-0.06, 4.22, -1.13], [-0.97, 2.40, 0.47], [1.05, 1.91, -0.95], [1.75, 5.34, 2.34], [0.11, 5.31, 1.64], [1.52, 5.67, 0.62], [2.71, 2.59, 0.24], [-1.28, 2.81, 2.39], [2.30, 2.11, 3.98], [-0.24, 3.93, -2.04], [-0.01, -1.79, 1.73], [-0.15, -2.53, 2.69], [-0.35, -3.40, 3.80], [0.36, -3.23, 4.99], [0.14, -4.07, 6.08], [-0.79, -5.09, 6.00], [-1.51, -5.27, 4.82], [-1.29, -4.44, 3.73], [1.09, -2.44, 5.05], [0.71, -3.92, 6.99], [-0.97, -5.74, 6.85], [-2.23, -6.07, 4.75], [-1.84, -4.58, 2.81]], "nbo_charge": [1.7760, -0.6801, 0.6128, -0.7346, 0.2064, -0.2449, -0.2466, -0.2430, -0.2309, 0.1113, -0.7216, 0.6181, -0.6741, 0.1623, -0.2240, -0.1722, -0.2745, 0.0453, -0.4405, 0.1694, -0.2233, -0.1704, -0.2722, 0.0483, -0.4466, 0.2241, 0.1927, 0.1929, 0.2251, 0.2468, 0.2081, 0.2154, 0.2162, 0.2498, 0.2081, 0.2128, 0.2064, -0.6249, -0.4713, -0.7232, 2.3802, -0.9933, -0.9822, -1.1047, 2.3599, -0.9898, -1.1514, -1.1172, 0.2237, 0.2280, 0.2319, 0.5070, 0.5466, 0.5190, 0.5164, -0.3975, -0.2313, -0.0015, -0.2236, -0.2180, -0.2419, -0.2145, -0.2167, 0.2119, 0.2014, 0.2009, 0.2044, 0.2228], "mol_weight_g_mol": 774.4, "relative_energy_kj_mol": 10.9, "s_squared": 12.0080, "e_tot_ev": -91730.879, "orbital_gap_ev": [6.34, 6.35], "charge": -1, "homo_ev": [-4.156, -4.162], "spin_multiplicity": 7, "lumo_ev": [2.188, 2.189]}